C5H17NO4 | ωB97M-V with the def2-TZVPD basis set

## Properties
- SMILES: OC[C@@H]1CCCN1.O.O.O
- Frontier orbital gap: 0.3209 Ha
- E_HOMO: -8.53 eV
- Energy relative to the best compared isomer or geometry (same formula, charge and spin): 3.3379 eV

```
! wB97M-V def2-TZVPD RIJCOSX def2/J DEFGRID3
* xyz 0 1
N -0.308 1.087 0.087
C -0.110 2.248 0.965
C 1.478 2.628 0.820
C 1.711 2.145 -0.560
C 0.623 1.226 -1.026
C 1.308 -0.172 -1.447
O 0.582 -1.039 -2.289
H -1.248 0.908 -0.216
H -0.448 1.975 1.990
H -0.939 3.152 0.923
H 1.967 1.795 1.498
H 1.554 3.827 0.922
H 1.977 2.970 -1.192
H 2.711 1.677 -0.688
H 0.125 1.532 -2.053
H 2.190 0.032 -2.018
H 1.644 -0.747 -0.477
H -0.193 -1.460 -1.881
H -1.734 -3.333 0.542
H -1.549 -2.223 1.881
O -1.952 -2.470 1.007
H 0.447 -1.865 2.869
H 1.159 -3.214 2.451
O 0.457 -2.896 3.070
H -2.823 -1.808 -1.352
H -2.993 -0.697 -0.361
O -2.806 -0.917 -1.282
*
```